1.
81
Properties=species:S:1:pos:R:3 method="wB97M-V/def2-TZVPD" homo_lumo_gap_ev=8.4 e_lumo_ha=0.0178 multiplicity=1 smiles="C#CC[C@]1(Cl)OS(=O)(=O)[C@](N)(O)[C@@](CC(C)C)([PH2]=N)[C@]1(C#C)CCCCl.CCOS(C)(=O)=O.CCOS(C)(=O)=O" e_tot_ev=-113760.3942
C -4.3222 -1.0996 3.2658
C -4.7707 -0.0587 2.5889
C -5.4329 1.1337 1.7582
C -4.5354 1.6826 0.5147
Cl -5.6246 3.0459 -0.2056
O -4.5837 0.6627 -0.4952
S -3.1646 0.3726 -1.3176
O -3.3257 -0.9888 -2.0119
O -2.7852 1.3502 -2.3942
C -1.8655 0.1263 0.0250
N -0.6324 -0.2858 -0.6782
O -2.3276 -1.0318 0.7858
C -1.7845 1.4944 0.8756
C -1.2788 1.0658 2.3779
C 0.0728 0.1961 2.4385
C 1.0807 0.8989 3.5425
C -0.1390 -1.3244 3.0338
P -0.3210 2.6023 0.2180
N -0.2254 2.6302 -1.3821
C -3.1450 2.3936 0.8798
C -3.0189 3.6344 -0.1928
C -2.7759 4.6398 -1.0243
C -3.4046 3.1882 2.3003
C -2.3739 4.3880 2.5913
C -2.7460 4.9360 4.0954
Cl -2.2545 3.6787 5.3942
H -3.9354 -1.7737 4.1264
H -5.8692 1.9889 2.4182
H -6.3776 0.6740 1.2466
H -0.6450 0.0362 -1.6709
H -0.5296 -1.3264 -0.6677
H -3.2502 -1.2805 0.5369
H -1.0802 1.9967 3.0563
H -2.0875 0.4588 2.9574
H 0.6962 0.1438 1.4807
H 2.1261 0.4707 3.3264
H 0.6857 0.6161 4.5961
H 1.1223 2.0333 3.3589
H -1.1661 -1.4668 3.5285
H 0.7561 -1.6110 3.7062
H -0.0841 -2.0488 2.1203
H 0.9564 2.1239 0.7014
H -0.4334 3.9593 0.6667
H -0.3049 3.6043 -1.7075
H -2.8919 5.6812 -1.5120
H -3.4833 2.4482 3.2004
H -4.4609 3.6876 2.2631
H -1.2676 4.0945 2.6500
H -2.5249 5.3236 1.9097
H -2.2236 5.9510 4.3243
H -3.8993 5.0261 4.1772
O 0.4593 -2.9887 -2.4876
S 1.4038 -3.3210 -3.5222
O 2.4074 -2.3883 -3.9702
O 0.5966 -3.8791 -4.8113
C -0.4097 -3.0493 -5.3945
C 0.1962 -1.8908 -6.1664
C 2.2183 -4.8327 -3.0842
H -1.1051 -2.6933 -4.6284
H -0.9820 -3.6759 -6.0837
H 0.7273 -1.2072 -5.5004
H -0.5786 -1.3190 -6.6821
H 0.9208 -2.2543 -6.9003
H 1.4720 -5.5646 -2.7771
H 2.8943 -4.6134 -2.2568
H 2.7872 -5.1882 -3.9435
O 4.6794 -0.6747 -0.1741
S 5.2423 -1.6130 -1.1102
O 4.6732 -2.9218 -1.3185
O 6.8264 -1.7751 -0.8049
C 7.2284 -2.1778 0.5042
C 6.9418 -3.6481 0.7519
C 5.3885 -0.8223 -2.6894
H 6.7521 -1.5489 1.2624
H 8.3061 -2.0083 0.5750
H 5.8678 -3.8470 0.7489
H 7.3368 -3.9641 1.7200
H 7.3862 -4.2646 -0.0343
H 5.8515 0.1551 -2.5578
H 4.3824 -0.7114 -3.0954
H 5.9857 -1.4549 -3.3463

2.
70
Properties=species:S:1:pos:R:3 method="wB97M-V/def2-TZVPD" charge=+3 homo_lumo_gap_ev="4.8 / 4.9" e_lumo_ha="-0.3895 / -0.4487" multiplicity=5 s_squared=6.07 de_lowest_kcal_mol=0.0 e_tot_ev=-168302.1710
Co 0.0602 -0.6261 0.7255
P 0.7359 -0.3436 2.6437
P -2.0043 -0.0125 0.8334
P 1.8405 -0.9344 -0.4085
H -1.6218 0.6842 -2.4791
C -1.1173 -0.2041 -2.8854
C -1.7540 -0.7537 -4.0965
H -2.7562 -1.1590 -4.0113
C 1.4345 1.3057 3.0120
C -0.3877 -0.5328 4.0729
C 2.1003 -1.4232 3.2066
C -3.3138 0.1043 -0.4582
C -3.0532 -1.0091 1.9941
C -2.1232 1.6822 1.5456
C 2.0034 -1.0871 -2.2290
C 2.7429 -2.4895 0.0246
C 3.1088 0.3530 -0.0825
H -0.0845 0.1115 -3.0984
H -1.1775 -0.7622 -5.0157
H 1.7930 1.2883 4.0496
H 0.6651 2.0742 2.8925
H 2.2614 1.5321 2.3342
H 0.2110 -0.3468 4.9774
H -0.7845 -1.5530 4.1244
H -1.2119 0.1884 4.0427
H 2.2700 -1.2096 4.2718
H 3.0247 -1.2216 2.6526
H 1.8213 -2.4782 3.0956
H -4.2650 0.4185 0.0033
H -3.4590 -0.8776 -0.9275
H -3.0560 0.8304 -1.2355
H -3.9932 -0.4769 2.1984
H -2.5532 -1.2123 2.9447
H -3.2897 -1.9680 1.5155
H -3.1505 2.0554 1.4314
H -1.4296 2.3469 1.0027
H -1.8532 1.6865 2.6089
H 3.0207 -1.4310 -2.4733
H 1.8337 -0.1132 -2.7049
H 1.2836 -1.8148 -2.6250
H 3.7152 -2.4794 -0.4846
H 2.1630 -3.3534 -0.3208
H 2.9025 -2.5827 1.1016
H 3.9378 0.2124 -0.7887
H 3.4885 0.2817 0.9433
H 2.6592 1.3478 -0.2366
C 0.6907 4.5057 -1.4347
C -0.0883 4.2646 -2.6010
C -0.1558 5.2121 -3.6246
C 0.5467 6.4232 -3.5246
C 1.3018 6.6874 -2.3714
C 1.3759 5.7521 -1.3429
Se 0.8165 3.2701 -0.0782
H -1.0625 -0.9346 -2.0250
H -0.6250 3.3225 -2.6781
H -0.7600 5.0073 -4.5101
H 0.5017 7.1558 -4.3352
H 1.8396 7.6310 -2.2732
H 1.9660 5.9576 -0.4541
Cl -0.5012 -5.4883 -2.3730
C -0.7114 -4.7709 -0.8355
C -1.0357 -5.5472 0.2783
C -1.1072 -4.9082 1.5141
C -0.8166 -3.5426 1.5992
N -0.5373 -2.8089 0.5138
C -0.5290 -3.3872 -0.7000
H -1.2201 -6.6111 0.1584
H -1.3741 -5.4406 2.4227
H -0.8139 -3.0293 2.5650
H -0.3384 -2.7681 -1.5772

3.
70
Properties=species:S:1:pos:R:3 method="wB97M-V/def2-TZVPD" charge=+4 homo_lumo_gap_ev="5.8 / 3.9" e_lumo_ha="-0.4705 / -0.5340" multiplicity=1 de_lowest_kcal_mol=8.8 e_tot_ev=-81982.9079
Sn 0.3730 0.3880 -0.1080
P -1.9746 -0.2208 -1.3601
P 1.9808 -1.6910 -0.9098
P 0.9964 1.9833 -2.1258
H 0.8863 1.0881 2.6075
C 0.5259 1.7989 1.8485
C -0.8542 1.9178 1.5847
H -1.5789 1.2710 2.0893
C -3.2139 -1.2062 -0.4446
C -1.8200 -1.1892 -2.9074
C -2.9865 1.1888 -1.9379
C 3.6148 -1.4045 -0.1566
C 1.6335 -3.4244 -0.4577
C 2.3959 -1.8223 -2.6788
C 0.1319 3.5667 -1.8339
C 0.5810 1.6009 -3.8573
C 2.8160 2.0514 -2.2002
H 1.2062 2.6244 1.6127
H -1.2639 2.7966 1.0809
H -3.2856 -0.8466 0.5886
H -2.9431 -2.2700 -0.4251
H -4.2012 -1.0931 -0.9155
H -1.4107 -2.1839 -2.6881
H -1.1672 -0.6865 -3.6324
H -2.8188 -1.3069 -3.3545
H -3.2901 1.8153 -1.0895
H -3.8903 0.7903 -2.4217
H -2.4499 1.8127 -2.6642
H 4.3276 -2.1402 -0.5488
H 3.5545 -1.5180 0.9324
H 3.9828 -0.3990 -0.3930
H 2.4746 -4.0626 -0.7612
H 0.7224 -3.7847 -0.9544
H 1.5125 -3.5237 0.6272
H 3.0593 -2.6845 -2.8204
H 2.9096 -0.9269 -3.0457
H 1.4903 -1.9834 -3.2751
H 0.5214 4.3193 -2.5338
H 0.2827 3.9362 -0.8076
H -0.9506 3.4542 -2.0065
H 1.0336 2.3963 -4.4715
H -0.5027 1.5952 -4.0415
H 1.0119 0.6338 -4.1560
H 3.0991 2.8764 -2.8643
H 3.2051 1.1155 -2.6307
H 3.2955 2.2239 -1.2273
C 3.2704 6.0144 0.6862
C 4.6546 6.2446 0.6110
C 5.2304 7.3023 1.3116
C 4.4221 8.1824 2.0407
C 3.0265 8.0726 1.9440
C 2.4412 7.0132 1.2375
S 2.6453 4.5114 0.0318
H 2.6342 3.6804 1.1381
H 5.2564 5.5306 0.0537
H 6.3120 7.4181 1.3003
H 4.8712 8.9600 2.6634
H 2.3932 8.8114 2.4410
H 1.3589 6.9053 1.1381
Cl -2.1354 -5.2815 1.7615
C -1.6799 -3.7358 2.3570
C -1.8474 -3.3750 3.6932
C -1.4516 -2.0966 4.0930
C -0.9215 -1.2312 3.1290
N -0.7520 -1.5673 1.8501
C -1.1085 -2.8052 1.4745
H -2.2644 -4.1097 4.3687
H -1.5393 -1.7659 5.1255
H -0.6101 -0.2278 3.4147
H -0.9391 -3.0548 0.4292

4.
70
Properties=species:S:1:pos:R:3 method="wB97M-V/def2-TZVPD" charge=+3 homo_lumo_gap_ev="3.6 / 4.2" e_lumo_ha="-0.4767 / -0.4598" multiplicity=1 de_lowest_kcal_mol=34.7 e_tot_ev=-131719.7289
Y 0.7489 0.1266 -0.0233
P 0.4583 -2.3608 1.8123
P 0.8224 -2.1245 -1.6863
P -0.4064 1.0217 2.4132
H -2.4040 4.2815 -5.0466
C -1.9599 5.0523 -4.3802
C -0.7351 4.8359 -3.8358
H -0.1217 3.9660 -4.0703
C -1.1936 -3.1416 1.8254
C 1.5239 -3.8066 1.4397
C 0.7410 -2.1389 3.6206
C 0.4789 -1.0501 -3.1566
C 2.2450 -3.1046 -2.2556
C -0.5507 -3.3524 -1.8461
C -1.0113 2.6382 1.7534
C 0.4399 1.5815 3.9366
C -1.9973 0.3501 3.0793
H -2.5794 6.0032 -4.3174
H -0.2320 5.5817 -3.2076
H -1.1978 -4.0342 2.4628
H -1.4794 -3.4076 0.8072
H -1.9237 -2.4134 2.1899
H 1.2768 -4.6584 2.1010
H 2.5781 -3.5341 1.5706
H 1.3731 -4.1047 0.3844
H 0.6812 -3.1130 4.1430
H -0.0179 -1.4544 4.0294
H 1.7320 -1.6911 3.7876
H 0.7796 -1.6002 -4.0568
H 1.0498 -0.1115 -3.0977
H -0.5825 -0.7862 -3.2100
H 1.9264 -3.7843 -3.0692
H 2.6389 -3.6927 -1.4115
H 3.0225 -2.4184 -2.6115
H -0.4030 -3.9218 -2.7710
H -1.5149 -2.8312 -1.8612
H -0.5352 -4.0270 -0.9874
H -1.4189 3.2320 2.5817
H -1.7760 2.4640 0.9863
H -0.1807 3.1810 1.2822
H -0.1908 2.2967 4.4885
H 1.3815 2.0737 3.6455
H 0.6774 0.7191 4.5714
H -2.4675 1.1055 3.7226
H -1.8343 -0.5642 3.6575
H -2.6676 0.1082 2.2406
C -3.0955 0.6579 -1.3256
C -2.4522 1.4335 -2.3222
C -3.1818 2.3900 -3.0281
C -4.5360 2.6081 -2.7192
C -5.1861 1.8151 -1.7733
C -4.4816 0.8492 -1.0680
Se -2.0683 -0.5867 -0.4061
H 0.2884 1.7780 -1.0325
H -1.3670 1.2981 -2.4633
H -2.6615 3.0009 -3.7853
H -5.0989 3.3944 -3.2103
H -6.2327 1.9465 -1.5755
H -4.9696 0.2294 -0.3045
Cl 5.8675 -1.6073 3.1300
C 5.0353 -0.6107 2.0189
C 5.6846 0.4182 1.3349
C 4.9066 1.1948 0.4500
C 3.5464 0.9086 0.2907
N 2.9299 -0.0934 0.9572
C 3.6745 -0.8470 1.8178
H 6.7453 0.5614 1.5342
H 5.3370 2.0248 -0.1188
H 2.9276 1.5035 -0.3908
H 3.1947 -1.6583 2.3589

5.
70
Properties=species:S:1:pos:R:3 method="wB97M-V/def2-TZVPD" charge=+1 homo_lumo_gap_ev="6.9 / 8.3" e_lumo_ha="-0.1065 / -0.1065" multiplicity=2 s_squared=0.75 e_tot_ev=-44575.4404
C -0.9003 5.9990 -1.0904
C -0.3324 5.2541 -2.3042
C -0.7189 3.7734 -2.3387
O -0.8132 3.1905 -1.0572
C 0.4498 2.8993 -0.4979
C 0.3056 2.2728 0.9029
C -0.8641 2.9877 1.6325
C -2.2781 2.4928 1.3377
C -3.3048 3.3951 2.0181
Cl -4.9478 3.0492 1.4143
C 0.0252 0.7623 0.8591
C 1.2196 -0.2037 0.7047
C 1.6168 -0.4201 -0.7667
C 0.7959 -1.5760 1.2441
N 2.3723 0.2506 1.5341
O 2.3975 -0.2282 2.7172
C 2.7979 1.6723 1.4358
C 3.4614 1.9874 0.0907
C 3.8591 1.9297 2.5117
C 1.5764 2.5541 1.7261
H -0.1825 5.9963 -0.2715
H -1.1224 7.0355 -1.3328
H -1.8193 5.5393 -0.7313
H -0.6510 5.7263 -3.2319
H 0.7567 5.3335 -2.2883
H 0.0008 3.2118 -2.9453
H -1.6942 3.6478 -2.8086
H 1.0444 3.8173 -0.4132
H 0.9747 2.2484 -1.1983
H -0.8070 4.0556 1.4158
H -0.6915 2.8790 2.7075
H -2.4813 2.5033 0.2713
H -2.4343 1.4872 1.7255
H -3.3273 3.2096 3.0893
H -3.0920 4.4456 1.8449
H -0.4900 0.4780 1.7773
H -0.6661 0.5654 0.0348
H 1.5731 0.4752 -1.3699
H 0.8996 -1.1144 -1.2043
H 2.6008 -0.8778 -0.8472
H 1.6485 -2.2486 1.3131
H 0.3110 -1.4954 2.2125
H 0.0736 -2.0139 0.5512
H 4.4168 1.4718 0.0079
H 3.6727 3.0573 0.0704
H 2.8529 1.7714 -0.7745
H 3.4146 1.9580 3.5018
H 4.3094 2.9033 2.3213
H 4.6270 1.1611 2.4835
H 1.3314 2.4062 2.7794
H 1.8764 3.5965 1.6119
C -1.4918 -3.2975 -1.9839
C -2.2269 -4.3482 -1.1749
N -1.5957 -5.6769 -1.2796
C -1.1271 -6.2760 -2.4259
C -0.6684 -7.5011 -2.0736
N -0.8569 -7.6289 -0.7174
C -1.4205 -6.5142 -0.2645
C -0.5051 -8.7951 0.0984
H -1.5143 -3.5108 -3.0520
H -1.9670 -2.3304 -1.8332
H -0.4509 -3.2214 -1.6682
H -3.2643 -4.4425 -1.4944
H -2.2246 -4.0834 -0.1191
H -1.1687 -5.7774 -3.3764
H -0.2199 -8.2929 -2.6462
H -1.6922 -6.3209 0.7593
H -1.4002 -9.2028 0.5604
H 0.2125 -8.5068 0.8618
H -0.0610 -9.5456 -0.5465

6.
75
Properties=species:S:1:pos:R:3 method="wB97M-V/def2-TZVPD" charge=+1 homo_lumo_gap_ev="8.6 / 8.7" e_lumo_ha="-0.0844 / -0.0802" multiplicity=5 s_squared=6.00 de_lowest_kcal_mol=0.0 e_tot_ev=-67535.2549
Ho -0.9992 2.5044 0.1616
C 4.3838 -1.1383 -0.2778
C 2.9022 -0.9693 -0.6159
C 2.7690 -0.6774 -2.1182
C 1.4073 -0.7484 -2.8643
C 1.1462 -2.1476 -3.4036
C 1.4305 0.2616 -4.0143
N 0.2371 -0.3046 -1.9800
C -0.5592 -1.3070 -1.2223
C -1.9648 -0.7918 -0.8613
N -2.1285 -0.3106 0.5341
C -3.4719 0.3471 0.6265
C -3.3209 1.7775 0.1591
O -3.4290 2.0372 -1.0266
O -2.8440 2.6291 1.0352
C -2.1211 -1.4272 1.5714
C -1.8489 -2.8552 1.0818
C -1.2291 -1.2204 2.8148
C -0.9315 0.1483 3.4238
C -2.1979 0.9565 3.7228
C -0.2910 -0.1287 4.7959
N -0.0235 0.9437 2.5095
C 1.4093 0.5242 2.5995
C 1.9589 -0.4746 1.5795
N 2.2214 0.0339 0.2226
C 2.7878 1.3872 0.2220
C 1.5737 2.3017 0.1721
O 1.2114 3.1230 1.0456
O 0.8021 2.0483 -0.8266
H 4.8136 -1.9671 -0.8438
H 4.5407 -1.3490 0.7816
H 4.9440 -0.2327 -0.5333
H 2.3944 -1.9137 -0.3943
H 3.4181 -1.3933 -2.6236
H 3.2145 0.3048 -2.3142
H 1.8654 -2.3489 -4.1982
H 0.1449 -2.2287 -3.8410
H 1.2656 -2.9235 -2.6395
H 2.3404 0.1217 -4.6000
H 1.4141 1.2876 -3.6359
H 0.5725 0.1187 -4.6814
H -0.3867 0.2917 -2.5306
H 0.6422 0.3540 -1.3131
H 0.0127 -1.5666 -0.3401
H -0.6614 -2.1950 -1.8342
H -2.6816 -1.5827 -1.0735
H -2.2351 0.0258 -1.5288
H -3.8015 0.3525 1.6576
H -4.2071 -0.1745 0.0105
H -3.1487 -1.4720 1.9351
H -0.8029 -3.0344 0.8275
H -2.4810 -3.1624 0.2463
H -2.0831 -3.5256 1.9118
H -0.2693 -1.7202 2.6486
H -1.7094 -1.7989 3.6085
H -3.0007 0.2959 4.0607
H -2.5514 1.5198 2.8734
H -2.0045 1.6651 4.5325
H -1.0830 -0.4125 5.4927
H 0.1914 0.7694 5.1930
H 0.4333 -0.9466 4.7887
H -0.0213 1.8762 2.9010
H 1.6090 0.0711 3.5639
H 2.0104 1.4258 2.5898
H 1.2826 -1.3255 1.4820
H 2.8820 -0.8626 2.0316
H 3.3587 1.5650 -0.6878
H 3.4362 1.5944 1.0745
C -1.9196 2.0074 -3.8646
O -1.2673 2.1351 -2.6020
C -1.3446 3.5255 -1.9734
O -1.7315 4.3962 -2.6612
H -2.3519 1.0042 -3.9302
H -1.2108 2.1616 -4.6778
H -2.7124 2.7446 -3.9554

Number 1: strongest force on any atom 7.71 eV Å⁻¹. Number 2: strongest force on any atom 4.33 eV Å⁻¹. Number 3: strongest force on any atom 3.12 eV Å⁻¹. Number 4: strongest force on any atom 1.97 eV Å⁻¹. Number 5: strongest force on any atom 0.52 eV Å⁻¹. Number 6: strongest force on any atom 2.11 eV Å⁻¹.